(1)
{"formula": "C23H28ClIrN4O2Si", "method": "ωB97M-V with the def2-TZVPD basis set", "orbital_gap_ev": 6.87, "total_charge": 0, "homo_energy_ev": -7.7, "lumo_energy_ev": -0.8, "species": ["Ir", "O", "C", "C", "C", "C", "C", "C", "C", "O", "N", "N", "C", "C", "C", "C", "C", "C", "N", "H", "H", "H", "H", "H", "H", "H", "H", "H", "H", "C", "C", "C", "C", "N", "C", "C", "H", "H", "H", "H", "H", "H", "H", "Cl", "C", "H", "H", "C", "Si", "C", "C", "H", "H", "H", "H", "H", "H", "H", "H", "H"], "coordinates": [[0.53355, 1.04764, 0.42395], [-3.85836, 0.25179, 1.79564], [-4.43338, 0.34334, 0.58674], [-5.78226, -0.00420, 0.48729], [-6.43879, 0.07966, -0.72111], [-5.76520, 0.50774, -1.86511], [-4.42903, 0.83103, -1.78542], [-3.73605, 0.74882, -0.57075], [-2.28681, 1.00879, -0.52145], [-1.68800, 0.93704, 0.61830], [-1.67394, 1.21757, -1.68314], [-0.34970, 1.25535, -1.53782], [0.44159, 1.25669, -2.53506], [1.85651, 1.20090, -2.24560], [2.81402, 1.11817, -3.25309], [4.15325, 1.06603, -2.92599], [4.52719, 1.09618, -1.59035], [3.52924, 1.16250, -0.63843], [2.23279, 1.19602, -0.94769], [-2.91824, 0.51292, 1.68998], [-6.28627, -0.32753, 1.38860], [-7.48350, -0.19886, -0.77879], [-6.28942, 0.58305, -2.80827], [-3.88340, 1.15390, -2.66003], [0.05811, 1.26469, -3.55210], [2.47849, 1.08992, -4.28096], [4.90888, 1.00571, -3.69827], [5.56569, 1.06763, -1.29559], [3.75796, 1.19195, 0.41916], [1.08198, -5.00238, -1.85689], [0.94448, -3.64514, -1.23382], [-0.27841, -2.98459, -1.19596], [-0.37736, -1.75400, -0.57668], [0.66677, -1.13043, -0.02022], [1.84185, -1.76403, -0.04693], [2.02066, -3.00101, -0.63442], [0.41518, -5.11762, -2.71039], [0.81192, -5.76933, -1.12785], [2.10559, -5.18802, -2.17848], [-1.16138, -3.42963, -1.63641], [-1.32985, -1.24651, -0.52766], [2.67276, -1.25508, 0.42441], [2.99803, -3.46603, -0.61499], [2.02726, 3.78895, 1.20858], [0.43090, 3.08470, 0.71307], [0.17560, 3.60124, -0.21263], [-0.27559, 3.38265, 1.48589], [2.91311, 0.53496, 3.02766], [1.03899, 0.72105, 2.73063], [0.51740, 2.03329, 3.98411], [0.15728, -0.87384, 3.26704], [3.09223, 0.08439, 4.01008], [3.38465, 1.52038, 3.02010], [3.41167, -0.09170, 2.28214], [0.77283, 1.68956, 4.99060], [-0.55942, 2.22081, 3.95757], [1.03543, 2.97764, 3.80853], [0.35020, -1.07850, 4.32450], [0.48342, -1.73997, 2.68716], [-0.92313, -0.76625, 3.13665]], "atomic_forces_ev_per_a": [[-1.7, 0.2, -1.4], [-0.1, 0.0, 0.0], [0.1, 0.0, -0.2], [0.0, 0.0, 0.1], [0.1, 0.0, 0.0], [-0.1, 0.0, -0.1], [0.0, 0.0, 0.1], [-0.1, 0.0, 0.3], [0.4, 0.2, -0.2], [0.9, -0.1, 0.5], [-0.6, -0.1, -0.3], [0.6, -0.1, 0.9], [-0.3, 0.1, -0.6], [0.5, -0.1, 0.0], [-0.2, 0.1, 0.0], [0.2, 0.0, 0.0], [-0.1, 0.0, -0.2], [0.1, 0.1, 0.3], [-0.3, 0.0, 1.3], [0.0, 0.0, 0.0], [0.0, 0.0, 0.0], [0.0, 0.0, 0.0], [0.0, 0.0, 0.0], [0.0, 0.0, 0.0], [0.1, 0.0, 0.0], [0.1, 0.0, 0.0], [0.0, 0.0, 0.0], [0.0, 0.0, 0.1], [-0.1, 0.0, 0.0], [0.0, 0.0, 0.0], [0.0, 0.1, 0.0], [0.0, -0.1, 0.1], [0.0, -0.1, 0.0], [-0.1, 0.2, -0.2], [0.1, 0.0, 0.1], [0.0, -0.1, 0.0], [0.0, 0.0, 0.0], [0.0, 0.0, 0.0], [0.0, 0.0, 0.0], [0.0, 0.0, 0.0], [0.0, 0.0, 0.0], [0.0, 0.0, 0.0], [0.0, 0.0, 0.0], [0.1, 0.2, 0.0], [0.1, -0.5, 0.0], [0.0, 0.1, 0.0], [0.0, 0.0, 0.0], [-0.2, -0.2, 0.3], [0.7, 0.0, -0.6], [-0.1, 0.0, -0.2], [0.2, 0.1, 0.1], [0.1, 0.0, 0.0], [0.0, 0.0, 0.0], [0.0, 0.0, 0.0], [0.0, 0.0, 0.0], [0.0, 0.0, 0.0], [0.0, 0.0, 0.0], [0.0, 0.0, 0.0], [0.0, 0.0, 0.0], [0.0, 0.0, 0.0]]}


(2)
{"formula": "C23H28FN3O3S", "method": "ωB97M-V with the def2-TZVPD basis set", "orbital_gap_ev": 8.39, "smiles": "O=C(c1cccc(S(=O)(=O)N2CCCCCC2)c1)N1CCN(c2ccccc2F)CC1", "total_charge": 0, "homo_energy_ev": -8.0, "lumo_energy_ev": 0.4, "species": ["O", "C", "C", "C", "C", "C", "C", "S", "O", "O", "N", "C", "C", "C", "C", "C", "C", "C", "N", "C", "C", "N", "C", "C", "C", "C", "C", "C", "F", "C", "C", "H", "H", "H", "H", "H", "H", "H", "H", "H", "H", "H", "H", "H", "H", "H", "H", "H", "H", "H", "H", "H", "H", "H", "H", "H", "H", "H", "H"], "coordinates": [[0.79270, 2.99862, 2.70477], [0.70504, 2.13693, 1.84964], [0.62675, 2.50534, 0.39878], [1.58454, 3.36423, -0.13312], [1.50007, 3.78756, -1.44844], [0.45026, 3.35975, -2.24659], [-0.50691, 2.52245, -1.70777], [-1.86954, 1.91501, -2.70249], [-3.09356, 2.08784, -1.98096], [-1.75902, 2.48950, -4.01626], [-1.49926, 0.28634, -2.69216], [-2.61632, -0.62697, -2.57556], [-3.61641, -0.52475, -3.72988], [-3.11422, -1.10300, -5.04967], [-1.80080, -0.48480, -5.52814], [-0.60122, -0.94965, -4.70063], [-0.33755, -0.07249, -3.47322], [-0.43808, 2.09678, -0.39711], [0.62993, 0.81798, 2.14925], [0.83732, -0.27265, 1.22802], [2.18303, -0.96419, 1.53312], [2.22748, -1.40974, 2.90534], [1.95604, -2.72793, 3.22617], [2.55741, -3.75598, 2.48441], [2.36608, -5.08833, 2.78399], [1.57292, -5.46384, 3.85552], [0.97108, -4.47908, 4.61549], [1.15627, -3.14867, 4.29649], [0.49381, -2.24540, 5.07060], [2.00681, -0.30875, 3.81720], [0.67774, 0.40170, 3.53803], [2.39042, 3.70248, 0.50089], [2.24798, 4.45398, -1.85015], [0.34877, 3.67302, -3.27388], [-3.12905, -0.35668, -1.64905], [-2.22211, -1.64127, -2.47803], [-3.85637, 0.53192, -3.85934], [-4.53190, -1.04467, -3.43861], [-3.88141, -0.93342, -5.80823], [-2.98588, -2.18501, -4.94905], [-1.87063, 0.60341, -5.48807], [-1.64325, -0.77506, -6.56922], [0.30394, -0.92526, -5.31087], [-0.75508, -1.98515, -4.38868], [0.10576, 0.87223, -3.79575], [0.38388, -0.57906, -2.81503], [-1.22712, 1.47067, -0.01100], [0.83587, 0.08807, 0.19989], [0.02604, -1.00025, 1.35348], [2.31050, -1.80392, 0.85228], [2.99605, -0.24661, 1.36931], [3.21101, -3.49253, 1.66733], [2.85329, -5.84060, 2.18229], [1.42555, -6.50393, 4.09735], [0.33797, -4.72150, 5.45473], [2.05069, -0.65128, 4.84818], [2.82282, 0.40799, 3.66194], [0.58191, 1.29164, 4.16044], [-0.16051, -0.27297, 3.73398]], "atomic_forces_ev_per_a": [[0.1, 0.3, 0.0], [-0.1, 0.0, -0.1], [-0.2, 0.2, -0.2], [0.0, -0.1, 0.0], [0.0, 0.0, 0.0], [-0.1, 0.0, -0.2], [-0.3, -0.1, -0.4], [0.6, -0.2, 0.3], [-0.1, -0.2, 0.2], [0.2, 0.0, 0.1], [-0.3, 1.1, 0.0], [-0.8, 0.1, 0.2], [0.1, -0.3, 0.0], [0.0, 0.3, 0.0], [0.0, -0.3, -0.1], [-0.1, 0.3, 0.1], [0.7, -0.2, -0.1], [0.2, 0.1, 0.3], [-0.1, -0.2, 0.1], [0.4, -0.3, -0.3], [-0.4, 0.0, -0.3], [0.1, 0.2, 0.0], [0.0, -0.4, 0.2], [-0.1, 0.0, 0.1], [0.0, -0.1, -0.1], [0.0, 0.0, 0.0], [0.0, 0.1, 0.0], [0.0, -0.1, 0.0], [0.1, 0.0, -0.1], [-0.2, 0.2, 0.2], [0.1, 0.1, 0.4], [0.1, 0.0, 0.1], [0.1, 0.0, 0.0], [0.0, 0.1, -0.1], [0.0, -0.3, 0.0], [0.1, 0.0, 0.1], [-0.2, -0.1, 0.0], [-0.1, 0.1, 0.0], [0.0, -0.1, 0.0], [0.0, -0.1, -0.1], [0.0, 0.0, -0.1], [0.0, 0.1, 0.0], [0.0, -0.1, 0.1], [0.1, -0.1, 0.0], [0.2, -0.2, -0.1], [0.0, 0.1, -0.1], [0.0, -0.2, 0.2], [0.0, -0.1, 0.1], [0.0, 0.0, -0.1], [0.0, 0.1, 0.0], [0.0, 0.0, -0.1], [0.1, 0.1, 0.0], [0.1, -0.1, -0.1], [0.0, -0.1, 0.0], [-0.1, 0.0, 0.1], [0.0, 0.0, -0.1], [-0.1, 0.0, 0.0], [0.0, -0.1, -0.1], [0.1, 0.0, 0.0]]}


(3)
{"formula": "C23H28HoNO", "method": "ωB97M-V with the def2-TZVPD basis set", "spin_multiplicity": 5, "orbital_gap_ev": [6.46, 6.48], "total_charge": 0, "homo_energy_ev": [-6.7, -6.7], "lumo_energy_ev": [-0.2, -0.2], "species": ["C", "C", "C", "H", "C", "C", "H", "C", "C", "C", "H", "C", "C", "H", "H", "H", "H", "H", "H", "Ho", "C", "C", "C", "H", "H", "H", "H", "H", "H", "C", "C", "H", "H", "O", "N", "C", "H", "C", "C", "H", "C", "H", "C", "H", "C", "H", "C", "H", "H", "H", "C", "H", "H", "H"], "coordinates": [[-0.31286, 2.31786, 2.92324], [-1.24823, 1.75409, 2.00564], [-1.05227, 0.34212, 1.98712], [-2.06047, 2.27478, 1.49550], [-0.02158, 0.02584, 2.93195], [0.46118, 1.24793, 3.48863], [0.22980, -0.97445, 3.29205], [0.81833, 3.89297, -1.09064], [-0.50068, 3.59409, -0.61564], [-0.98854, 2.48096, -1.33292], [-1.05412, 4.14649, 0.13761], [0.03802, 2.04996, -2.24571], [1.14624, 2.95254, -2.09926], [-1.69520, -0.37757, 1.48095], [1.23563, 1.33165, 4.25306], [-0.27363, 3.36205, 3.23106], [2.07052, 2.89393, -2.68148], [-1.95801, 1.99533, -1.21380], [1.44669, 4.72715, -0.78390], [1.18123, 1.27562, 1.12484], [0.22297, 0.57055, -2.60150], [1.19910, 0.36947, -3.74336], [-1.10668, -0.11986, -2.83551], [0.83154, 0.93467, -4.60775], [1.24299, -0.68570, -4.03223], [2.21326, 0.70796, -3.50363], [-1.62946, 0.38642, -3.65279], [-1.75827, -0.10487, -1.95285], [-0.94401, -1.15981, -3.13154], [0.79451, 0.13363, -1.19262], [1.21100, -1.09842, -0.41835], [-0.12337, 0.43053, -0.57183], [1.70914, 0.78975, -1.07902], [1.57591, -0.77048, 0.78851], [1.06327, -2.36800, -0.77837], [0.86035, -3.31833, 0.36959], [1.63978, -2.69411, -1.55251], [-0.59459, -3.25077, 0.75579], [-1.04191, -3.47164, 2.06616], [-0.30575, -3.69432, 2.84689], [-2.40904, -3.37097, 2.35149], [-2.76201, -3.55365, 3.37068], [-3.32202, -3.06747, 1.33398], [-4.38962, -3.04543, 1.55021], [-2.87601, -2.83730, 0.02816], [-3.56139, -2.59761, -0.78478], [-1.51449, -2.96080, -0.25460], [-1.13156, -2.80701, -1.26590], [1.53260, -3.01876, 1.18471], [1.13143, -4.32066, 0.02679], [3.39270, 2.10025, 1.20315], [3.52085, 3.09358, 1.66366], [3.96887, 2.11586, 0.26187], [3.89787, 1.36997, 1.86919]], "atomic_forces_ev_per_a": [[-0.4, -0.5, 0.1], [0.0, -0.4, 0.9], [-0.2, 0.2, 1.1], [0.6, -0.1, 0.0], [-0.8, 0.4, 0.6], [-0.9, -0.2, 0.2], [0.2, 0.4, -0.5], [-0.3, -0.4, -0.1], [0.6, -0.1, -0.1], [0.9, -0.5, -0.3], [0.1, 0.1, -0.2], [0.0, 0.7, 0.4], [-0.8, -0.5, 0.2], [0.3, 0.1, 0.0], [-0.3, 0.0, -0.3], [0.2, -0.3, -0.3], [-0.2, 0.1, 0.4], [0.2, 0.2, 0.1], [-0.3, -0.2, -0.1], [0.0, 3.8, -0.9], [0.0, 0.5, 0.9], [-0.1, -0.2, -0.2], [-0.2, -0.2, -0.4], [0.2, -0.1, 0.1], [0.1, 0.0, 0.0], [-0.2, 0.0, 0.0], [0.0, -0.1, 0.1], [0.2, 0.0, -0.2], [-0.1, -0.1, 0.0], [0.6, 0.0, -0.2], [0.7, 1.5, 1.8], [1.0, 0.0, -0.4], [-1.0, -0.2, -0.1], [-0.5, -3.1, -2.8], [0.8, -1.3, 0.8], [0.6, 0.2, -0.5], [-0.7, 0.2, -0.2], [-0.5, 0.0, 0.2], [0.0, 0.3, -0.3], [-0.4, 0.1, -0.2], [0.2, -0.2, -0.1], [0.1, 0.1, -0.4], [0.1, 0.0, -0.1], [0.3, 0.1, 0.0], [0.4, -0.3, 0.2], [0.0, -0.1, 0.3], [-0.3, 0.1, 0.1], [-0.4, 0.0, 0.3], [-0.3, -0.3, -0.1], [0.0, 0.1, 0.0], [0.3, -0.2, 0.3], [0.0, -0.2, -0.1], [-0.2, 0.0, 0.2], [0.1, 0.3, -0.1]]}